# 1
This record from the OMol25 dataset describes a 15-piece molecular cluster, C31H96N18O15 overall at a distorted geometry. The level of theory is ωB97M-V/def2-TZVPD.

The geometry in XYZ format:
```
160
Properties=species:S:1:pos:R:3:mulliken_charge:R:1
C -16.8588 25.7669 -8.6921 -0.934
C -15.5223 25.6054 -9.4295 -0.268
O -14.5271 25.8415 -8.4813 -0.492
H -16.9757 26.7466 -8.2286 0.323
H -17.0301 25.0874 -7.8572 0.242
H -17.6588 25.6368 -9.4209 0.308
H -15.4348 26.2474 -10.3061 0.267
H -15.5399 24.5479 -9.6929 0.257
H -14.5506 26.7893 -8.3304 0.296
C -29.0649 23.7708 -9.9015 -0.957
C -30.2118 23.8048 -8.9578 -0.241
O -29.7284 24.2807 -7.7290 -0.520
H -29.4512 23.6249 -10.9103 0.339
H -28.2655 23.0845 -9.6222 0.247
H -28.6169 24.7632 -9.9512 0.286
H -30.7359 22.8491 -8.9571 0.304
H -30.9393 24.4910 -9.3913 0.244
H -29.5804 25.2279 -7.6782 0.300
C -15.6226 14.0649 0.0618 -1.088
C -15.2108 14.6956 -1.2115 -0.140
O -16.0501 15.7511 -1.5575 -0.507
H -15.4803 14.6695 0.9575 0.286
H -15.2242 13.0754 0.2861 0.348
H -16.6843 13.8547 -0.0671 0.278
H -15.1652 13.9063 -1.9618 0.215
H -14.1543 14.9637 -1.2099 0.291
H -15.5278 16.2793 -2.1656 0.314
C -19.6280 10.8148 -3.6248 -0.871
C -19.0116 9.3830 -3.4401 -0.234
O -18.1236 9.5086 -2.3501 -0.518
H -20.1898 11.0014 -2.7096 0.250
H -20.3923 10.7066 -4.3944 0.314
H -18.9426 11.6406 -3.8154 0.272
H -18.4910 9.0931 -4.3528 0.244
H -19.7099 8.6039 -3.1342 0.242
H -17.2198 9.6637 -2.6341 0.294
C -22.0443 24.8224 2.4901 0.650
O -21.4487 25.4627 3.3370 -0.642
N -21.6917 24.7822 1.2313 -0.385
N -23.1463 24.1046 2.6376 -0.409
H -20.8086 25.2129 0.9974 0.218
H -22.2174 24.1973 0.5976 0.167
H -23.4807 24.0573 3.5895 0.219
H -23.7529 23.8692 1.8652 0.182
C -19.2966 18.4654 3.5401 0.635
O -18.2801 18.5965 4.2371 -0.684
N -20.4524 18.4862 3.9820 -0.369
N -19.3185 18.3018 2.2448 -0.366
H -20.4629 19.0283 4.8342 0.247
H -21.2463 18.5358 3.3596 0.180
H -18.6083 18.6278 1.6050 0.203
H -20.2118 18.0430 1.8510 0.147
C -26.2629 22.8382 -3.0310 0.670
O -25.4367 22.5566 -2.1756 -0.635
N -27.2574 23.7538 -2.8312 -0.418
N -26.2800 22.6660 -4.3122 -0.308
H -27.0845 24.4451 -2.1155 0.218
H -27.7454 24.0338 -3.6700 0.160
H -26.9608 23.0965 -4.9216 0.111
H -25.4914 22.2185 -4.7572 0.201
C -20.7195 13.7014 -9.5292 0.694
O -20.9982 12.8158 -10.2930 -0.653
N -21.5568 14.2903 -8.7647 -0.367
N -19.5659 14.2196 -9.2691 -0.381
H -22.5289 14.0188 -8.7256 0.200
H -21.2002 15.1483 -8.3687 0.139
H -18.7882 13.9092 -9.8338 0.207
H -19.4956 14.8629 -8.4936 0.157
C -28.2947 23.3391 -16.9663 0.631
O -28.9848 24.3104 -16.6884 -0.628
N -28.6989 22.3427 -17.7768 -0.422
N -27.1184 23.0725 -16.3693 -0.380
H -29.5684 22.4656 -18.2759 0.228
H -28.2910 21.4440 -17.5626 0.192
H -26.5662 22.2818 -16.6691 0.172
H -26.7556 23.7036 -15.6691 0.207
C -22.4790 28.0982 -13.3691 0.641
O -23.3001 27.2051 -13.5323 -0.650
N -22.6735 29.2420 -12.6969 -0.379
N -21.2671 28.0309 -13.8589 -0.366
H -21.9068 29.8995 -12.6951 0.158
H -23.6014 29.5876 -12.4978 0.228
H -20.6507 28.8083 -13.6695 0.146
H -20.9640 27.1755 -14.3022 0.221
C -13.5552 21.4719 -5.3502 0.705
O -13.6783 20.4251 -4.7117 -0.679
N -13.8988 22.6226 -4.8854 -0.360
N -13.2666 21.5611 -6.6284 -0.373
H -13.7307 23.4006 -5.5072 0.140
H -14.2847 22.6791 -3.9537 0.210
H -13.1893 22.5012 -6.9894 0.149
H -13.1505 20.7036 -7.1493 0.207
C -20.2377 20.9110 -5.3238 -1.354
C -20.7010 19.7912 -6.2425 0.572
C -21.1304 20.2726 -7.5895 -0.705
O -22.1716 21.2671 -7.4556 -0.302
C -22.1599 22.2768 -8.5250 -0.675
N -19.5511 18.8277 -6.3519 -0.704
H -19.8426 20.5936 -4.3588 0.395
H -20.9774 21.6592 -5.0394 0.288
H -19.5025 21.4762 -5.8967 0.339
H -21.5487 19.2440 -5.8302 0.197
H -21.4641 19.4448 -8.2152 0.293
H -20.3408 20.7660 -8.1562 0.328
H -22.9173 22.1048 -9.2898 0.275
H -21.2646 22.4374 -9.1256 0.300
H -22.4728 23.1830 -8.0064 0.239
H -19.3472 18.5933 -5.3909 0.253
H -18.6589 19.2324 -6.5973 0.264
C -18.5223 21.2226 -17.0055 -1.293
C -19.8041 21.3632 -16.2172 0.264
C -20.3364 20.1241 -15.4802 -0.640
O -21.5526 20.4016 -14.7747 -0.278
C -21.9459 19.2716 -13.9718 -0.715
N -19.5480 22.4173 -15.2295 -0.745
H -18.4142 20.2663 -17.5173 0.355
H -17.6823 21.0673 -16.3285 0.305
H -18.3567 21.9822 -17.7694 0.308
H -20.5674 21.7951 -16.8644 0.323
H -19.5895 19.9171 -14.7138 0.318
H -20.3320 19.2525 -16.1348 0.371
H -22.8608 19.5196 -13.4336 0.236
H -21.1122 18.9325 -13.3571 0.307
H -22.1446 18.4526 -14.6630 0.309
H -18.9687 21.9237 -14.5655 0.271
H -20.4050 22.6114 -14.7315 0.304
C -24.3202 15.2771 0.1077 -1.454
C -25.3320 15.7848 1.1300 0.562
C -25.4955 14.7907 2.3930 -0.694
O -26.4842 15.1912 3.3446 -0.363
C -27.6029 14.2375 3.4095 -0.724
N -24.9821 17.1397 1.7192 -0.672
H -24.0751 15.8861 -0.7624 0.353
H -24.5548 14.2467 -0.1594 0.357
H -23.3620 15.1532 0.6124 0.337
H -26.2197 15.8710 0.5034 0.183
H -24.5750 14.6920 2.9683 0.339
H -25.7217 13.7773 2.0612 0.427
H -28.2821 14.7734 4.0726 0.249
H -27.2582 13.2483 3.7108 0.314
H -28.1640 14.1898 2.4762 0.312
H -25.7794 17.3999 2.2820 0.235
H -24.8923 17.8237 0.9815 0.245
C -13.2201 8.0123 -5.8033 -1.399
C -12.8554 9.4311 -5.4265 0.448
C -13.4912 10.3931 -6.4428 -0.654
O -12.7549 11.6221 -6.3416 -0.315
C -13.2170 12.6892 -7.2062 -0.781
N -13.1833 9.5931 -3.9746 -0.700
H -12.7496 7.7592 -6.7535 0.404
H -14.2975 7.8476 -5.8155 0.276
H -12.9164 7.3722 -4.9750 0.396
H -11.7881 9.5155 -5.6308 0.227
H -14.5630 10.5222 -6.2924 0.374
H -13.4380 9.9332 -7.4296 0.342
H -14.1989 13.0603 -6.9125 0.285
H -13.2470 12.3511 -8.2420 0.316
H -12.4313 13.4400 -7.2904 0.275
H -12.6368 10.3702 -3.6317 0.258
H -12.6218 8.8412 -3.6012 0.255
```

E_HOMO = -0.3400 Eh
total charge = 0
LUMO level = -0.003 hartree
spin multiplicity = 1

=====

# 2
This record from the OMol25 dataset describes C20H46BBa2F4O12 as an isolated structure at a distorted geometry. The level of theory is ωB97M-V/def2-TZVPD.

The geometry in XYZ format:
```
85
Properties=species:S:1:pos:R:3:mulliken_charge:R:1
Ba 3.5639 -0.7709 2.2891 1.811
Ba -2.0087 -3.9743 3.9330 1.811
B 0.1272 -1.0663 -0.0394 0.506
F -0.6098 -0.7611 -1.1221 -0.351
F 0.4199 -0.0059 0.6987 -0.337
F -0.6078 -1.9438 0.7890 -0.369
F 1.3206 -1.6699 -0.4365 -0.411
C 3.4558 -6.1441 3.3482 -0.762
C 2.4727 -5.2475 4.1297 0.493
O 2.1963 -5.4857 5.3362 -0.698
O 1.9852 -4.2622 3.5772 -0.700
H 4.4583 -6.0113 3.7549 0.233
H 3.5011 -5.9769 2.2721 0.255
H 3.0822 -7.1681 3.3564 0.258
C -1.2479 1.8438 4.2408 -0.871
C -0.3639 0.7415 4.9089 0.616
O 0.8335 0.8487 4.7804 -0.684
O -0.8528 -0.3278 5.2711 -0.749
H -1.9923 1.6105 3.4795 0.234
H -0.7289 2.7394 3.8993 0.264
H -1.8743 2.1530 5.0775 0.310
C -5.7977 -2.0805 5.3653 -0.812
O -5.2113 -2.1734 4.0889 -0.194
C -6.2618 -2.4284 3.1068 -0.579
C -5.6555 -2.3501 1.7225 -0.565
O -4.7390 -3.3992 1.5141 -0.198
C -5.1221 -3.9660 0.3195 -0.893
H -6.5866 -1.3346 5.4627 0.306
H -4.9054 -1.6299 5.7998 0.291
H -6.0665 -3.0616 5.7569 0.305
H -7.0532 -1.6927 3.2499 0.375
H -6.6382 -3.4153 3.3761 0.330
H -5.1007 -1.4157 1.6384 0.324
H -6.5561 -2.3444 1.1085 0.392
H -5.0035 -3.1990 -0.4458 0.358
H -6.0343 -4.5534 0.2147 0.359
H -4.4810 -4.7700 -0.0420 0.275
C 3.8687 -2.5167 -4.6570 -0.755
O 4.6755 -1.8868 -5.6383 -0.280
C 6.0885 -2.2436 -5.8015 -0.540
C 6.8463 -1.1464 -6.5860 -0.448
O 6.5123 -1.0518 -7.9464 -0.360
C 5.2110 -1.1479 -8.4189 -0.677
H 3.5943 -3.4970 -5.0467 0.334
H 2.9694 -1.9302 -4.4690 0.260
H 4.3514 -2.8410 -3.7351 0.248
H 6.2292 -3.2776 -6.1164 0.328
H 6.3139 -2.2156 -4.7354 0.432
H 7.8627 -1.5273 -6.4859 0.300
H 6.7585 -0.1388 -6.1797 0.304
H 4.4098 -0.7322 -7.8078 0.271
H 4.7299 -2.1226 -8.4997 0.278
H 5.1124 -0.7428 -9.4260 0.306
C 5.4287 3.2571 3.8456 -0.817
O 4.9033 2.7848 2.6332 -0.271
C 4.0730 3.7136 1.9932 -0.596
C 4.0208 3.5739 0.4620 -0.598
O 3.5063 2.2904 0.1707 -0.213
C 2.9425 2.2508 -1.1627 -0.873
H 4.6584 3.6175 4.5274 0.355
H 6.2232 3.9747 3.6408 0.305
H 5.8590 2.4800 4.4772 0.269
H 4.5593 4.6870 2.0563 0.350
H 3.1238 3.8160 2.5191 0.400
H 4.9512 3.7692 -0.0712 0.368
H 3.3277 4.3379 0.1101 0.392
H 1.8945 2.5376 -1.2496 0.331
H 2.9024 1.3043 -1.7019 0.296
H 3.4591 2.9657 -1.8031 0.365
C -5.8631 6.0423 -0.8766 -0.636
O -5.6481 4.8825 0.0055 -0.363
C -5.7600 3.4959 -0.4362 -0.408
C -4.5613 2.9456 -1.1648 -0.525
O -4.1741 3.6559 -2.3051 -0.349
C -3.4231 2.9316 -3.3439 -0.729
H -6.5599 5.9547 -1.7101 0.297
H -4.8869 6.3974 -1.2070 0.240
H -6.1824 6.7942 -0.1549 0.265
H -6.5424 3.2908 -1.1668 0.314
H -5.8854 2.9731 0.5120 0.239
H -4.4287 1.8785 -1.3434 0.498
H -3.7070 2.9041 -0.4891 0.304
H -2.9662 3.6188 -4.0560 0.254
H -4.0824 2.2993 -3.9385 0.319
H -2.6134 2.2865 -3.0028 0.282
```

E_HOMO = -0.3511 Eh
total charge = +1
LUMO level = -0.166 hartree
spin multiplicity = 1

=====

# 3
This record from the OMol25 dataset describes one molecule with the formula C4H9N3O at a distorted geometry. The level of theory is ωB97M-V/def2-TZVPD.

The geometry in XYZ format:
```
17
Properties=species:S:1:pos:R:3:mulliken_charge:R:1
N 0.8811 2.3177 -1.1202 -0.435
C 0.0509 1.5908 -0.3171 0.427
O -0.5055 2.2442 0.5977 -0.655
N -0.1133 0.2768 -0.5880 0.212
C 0.9667 -0.6021 -0.1017 -0.562
C 0.2398 -1.7925 0.5427 -0.467
C -1.0852 -1.1032 0.9221 -0.495
N -1.3618 -0.2330 -0.3012 -0.673
H 0.5997 3.2624 -1.3977 0.273
H 1.1999 1.6332 -1.8381 0.257
H 1.5687 -0.9271 -0.9744 0.270
H 1.6202 -0.0620 0.5362 0.309
H 0.6550 -2.1905 1.4492 0.317
H 0.0124 -2.6475 -0.1340 0.295
H -1.8829 -1.8746 1.0097 0.336
H -0.9592 -0.4674 1.8008 0.318
H -1.8864 0.5749 -0.0861 0.273
```

E_HOMO = -0.2992 Eh
SMILES string = NC(=O)N1CCCN1
total charge = 0
LUMO level = 0.035 hartree
spin multiplicity = 1

=====

# 4
This record from the OMol25 dataset describes C3H4ErO as an isolated structure at a distorted geometry. The level of theory is ωB97M-V/def2-TZVPD.

The geometry in XYZ format:
```
9
Properties=species:S:1:pos:R:3:lowdin_spin:R:1
C 0.5306 -0.4261 -1.1025 0.108
C 1.1325 -0.1322 0.1816 0.132
C -0.1843 0.4183 0.3121 0.396
O -1.2314 0.1710 0.9089 0.307
Er -3.4671 1.0019 1.1748 2.014
H 0.3577 -1.4665 -1.3842 0.003
H 0.4456 0.3183 -1.8980 0.023
H 1.4775 -0.9284 0.8441 0.013
H 0.9388 1.0437 0.9631 0.003
```

E_HOMO (spin up / spin down) = -0.8657 / -0.8088 Eh
total charge = +3
LUMO level (spin up / spin down) = -0.556 / -0.579 hartree
spin multiplicity = 4

=====

# 5
This record from the OMol25 dataset describes a 3-piece molecular cluster, C4H17N3O2 overall at a distorted geometry. The level of theory is ωB97M-V/def2-TZVPD.

The geometry in XYZ format:
```
26
Properties=species:S:1:pos:R:3:mulliken_charge:R:1
C -0.9015 0.6900 -2.9938 -0.883
N -0.0225 0.5881 -1.8420 -0.255
C -0.1962 1.5722 -0.7631 -0.535
C 0.4625 1.0025 0.4979 -0.918
N 0.0529 -0.2674 1.0157 -0.352
C 1.0007 -1.4401 1.0054 -0.622
N 2.2550 -1.3119 0.2859 -0.605
H -1.8968 0.2600 -2.7703 0.217
H -1.1130 1.7414 -3.1858 0.347
H -0.5076 0.1324 -3.8333 0.310
H -0.0079 -0.3271 -1.4175 0.192
H -1.2243 1.8264 -0.4882 0.268
H 0.3521 2.4430 -1.1202 0.459
H 1.5208 0.9392 0.1864 0.308
H 0.6579 1.8101 1.2198 0.336
H -0.8365 -0.6245 0.6894 0.280
H 1.1237 -1.8158 2.0156 0.622
H 0.4773 -2.1919 0.4015 0.312
H 2.9870 -0.8837 0.8288 0.233
H 2.0727 -0.8903 -0.6107 0.298
O -2.6410 -1.0070 -0.2384 -0.644
H -3.2821 -0.3642 -0.5621 0.307
H -3.0521 -1.2337 0.6047 0.303
O 0.7461 -0.4519 3.9649 -0.701
H 1.5512 0.0655 4.0404 0.309
H 0.4217 -0.2613 3.0686 0.413
```

E_HOMO = -0.3139 Eh
SMILES string = CNCCNCN.O.O
total charge = 0
LUMO level = 0.018 hartree
spin multiplicity = 1